The following is a DFT calculation (ωB97M-V with the def2-TZVPD basis set) of one molecule with the formula C3H5NO2.

Last column: Löwdin charge in e.
Atoms and positions in Å:
1 O -0.38360 0.42699 -2.26294  0.080
2 C -0.05636 0.34868 -1.10472  -0.441
3 N 1.05088 0.74898 -0.40815  0.094
4 C 0.64449 0.17926 0.87422  -0.098
5 C -0.68696 -0.21292 0.19776  -0.276
6 O -0.95419 -1.58381 0.25212  0.003
7 H 1.88848 1.23304 -0.69754  0.145
8 H 0.56999 0.90484 1.69046  0.113
9 H 1.22699 -0.69404 1.18441  0.120
10 H -1.53950 0.39786 0.52740  0.154
11 H -1.76022 -1.74889 -0.25301  0.105

Output
* relative energy (zero: lowest compared OMol25 entry of this formula, charge and spin): 1.204 eV
* SMILES: O=C1NC[C@@H]1O
* frontier orbital gap: 10.50 eV
* highest occupied orbital energy: -9.65 eV
* lowest unoccupied orbital energy: 0.8 eV